Entry 1:
# C9H15FNO

An isolated ion of composition C9H15FNO and charge +1 (the ωB97M-V functional and the def2-TZVPD basis, the OMol25 dataset).

Summary:
F_max   3.3 eV/A
Charge   +1
SMILES string   C/[NH+]=C(/CO)CC/C=C\C=C\F
LUMO energy   -4.4 eV

Each line ends with the Mulliken charge.
CARTESIAN COORDINATES (ANGSTROEM)
C  1.10  1.02  -2.22  -0.811
N  1.27  0.85  -0.74  -0.172
C  0.31  0.66  0.12  0.708
C  0.71  1.14  1.52  -1.343
O  -0.17  0.99  2.57  -0.471
C  -1.12  0.90  -0.08  -0.894
C  -2.24  -0.17  -0.08  -0.888
C  -1.77  -1.30  -0.97  -0.544
C  -0.65  -1.98  -0.68  -0.417
C  0.14  -1.66  0.56  -0.075
C  1.40  -1.98  0.86  -0.023
F  1.92  -1.78  2.02  -0.239
H  1.80  0.47  -2.91  0.293
H  -0.01  0.70  -2.48  0.275
H  1.18  2.08  -2.36  0.392
H  2.19  0.88  -0.32  0.301
H  1.14  2.11  1.45  0.614
H  1.65  0.68  1.82  0.532
H  0.12  1.75  3.23  0.420
H  -1.25  1.40  -1.08  0.553
H  -1.29  1.70  0.61  0.424
H  -2.42  -0.67  0.90  0.275
H  -3.11  0.36  -0.33  0.504
H  -2.31  -1.88  -1.71  0.409
H  -0.24  -2.80  -1.25  0.460
H  -0.51  -1.22  1.45  0.317
H  2.18  -2.25  0.11  0.402

=====

Entry 2:
# C41H46IN3O7PmSSi

C41H46IN3O7PmSSi as an isolated structure (the ωB97M-V functional and the def2-TZVPD basis, the OMol25 dataset).

Summary:
2S+1   5
F_max   3.0 eV/A
Charge   -1
LUMO energy (alpha / beta)   1.5 / 1.5 eV

Each line ends with the Mulliken spin population.
CARTESIAN COORDINATES (ANGSTROEM)
Pm  -0.60  0.49  0.57  4.042
O  -2.71  0.79  4.08  0.001
C  -2.52  0.40  2.93  0.000
O  -1.52  -0.19  2.45  -0.009
C  -3.68  0.58  1.93  0.001
C  -4.99  0.51  2.44  -0.001
C  -6.05  0.50  1.58  0.000
C  -5.79  0.60  0.19  0.000
C  -6.82  0.57  -0.76  0.000
C  -6.53  0.67  -2.09  0.000
C  -5.20  0.81  -2.51  0.000
C  -4.17  0.86  -1.60  -0.002
C  -4.44  0.73  -0.23  -0.001
N  -3.40  0.70  0.65  0.005
H  -5.10  0.47  3.51  0.000
H  -7.07  0.41  1.92  0.000
H  -7.84  0.47  -0.43  0.000
H  -7.32  0.64  -2.83  0.000
H  -4.98  0.86  -3.57  0.000
H  -3.15  0.98  -1.90  0.003
C  -3.02  5.20  -2.79  0.000
C  -2.68  5.88  -1.63  0.000
C  -1.94  5.27  -0.65  0.000
C  -1.51  3.95  -0.82  -0.001
C  -1.81  3.28  -2.00  0.001
C  -2.58  3.90  -2.97  0.001
N  -0.71  3.28  0.10  -0.002
N  -0.32  4.01  1.09  0.001
C  0.52  3.44  2.00  -0.004
C  1.24  4.34  2.81  -0.001
C  2.01  3.86  3.84  0.001
C  2.08  2.49  4.06  -0.001
C  1.46  1.61  3.17  -0.006
C  0.61  2.03  2.15  -0.005
H  -3.61  5.68  -3.55  0.000
H  -3.00  6.91  -1.50  0.000
H  -1.68  5.80  0.26  0.000
H  -1.41  2.29  -2.14  0.001
H  -2.81  3.36  -3.88  0.000
H  1.24  5.39  2.55  0.000
H  2.56  4.54  4.48  0.000
H  2.63  2.10  4.91  0.000
H  1.62  0.55  3.31  0.004
C  4.35  1.00  0.71  0.000
C  3.21  1.02  -0.31  -0.003
C  3.70  0.67  -1.71  0.000
C  2.58  2.42  -0.35  0.010
O  2.19  0.11  0.11  -0.009
Si  2.32  -1.55  0.26  0.000
S  0.37  -2.21  0.45  -0.007
O  3.09  -1.99  -1.10  0.001
C  3.71  -3.13  -1.64  0.000
C  2.88  -4.39  -1.43  -0.001
C  3.83  -2.86  -3.15  0.000
C  5.10  -3.29  -1.00  0.000
O  3.29  -1.93  1.54  0.000
C  3.05  -2.70  2.71  -0.001
C  1.92  -2.11  3.56  0.000
C  2.70  -4.14  2.33  0.001
C  4.36  -2.67  3.51  0.000
H  5.13  1.71  0.42  0.000
H  4.77  0.00  0.76  0.000
H  3.97  1.27  1.69  0.000
H  4.27  1.50  -2.13  0.000
H  2.85  0.46  -2.34  0.000
H  4.33  -0.21  -1.68  0.000
H  3.21  3.11  -0.91  0.000
H  2.46  2.81  0.66  0.000
H  1.60  2.36  -0.85  -0.005
H  1.89  -4.26  -1.84  0.000
H  2.78  -4.60  -0.37  0.000
H  3.37  -5.24  -1.91  0.000
H  2.85  -2.64  -3.55  0.000
H  4.25  -3.72  -3.66  0.000
H  4.47  -1.99  -3.32  0.000
H  4.98  -3.38  0.07  0.000
H  5.70  -2.40  -1.21  0.000
H  5.60  -4.16  -1.40  0.000
H  1.05  -1.89  2.94  -0.001
H  2.26  -1.19  4.04  0.000
H  1.63  -2.82  4.33  0.000
H  1.77  -4.14  1.77  0.000
H  2.57  -4.74  3.23  0.000
H  3.49  -4.57  1.72  0.000
H  4.64  -1.63  3.70  0.000
H  5.16  -3.14  2.95  0.000
H  4.23  -3.18  4.45  0.000
I  -6.55  -3.71  -1.86  0.000
C  -4.65  -2.77  -2.05  0.000
C  -4.21  -2.40  -3.31  0.000
C  -2.99  -1.77  -3.42  0.000
C  -2.22  -1.51  -2.30  0.003
C  -2.69  -1.89  -1.04  0.003
C  -3.91  -2.53  -0.91  0.002
C  -0.94  -0.70  -2.49  -0.002
O  -0.27  -0.89  -3.50  0.000
O  -0.74  0.20  -1.61  -0.016
H  -4.82  -2.59  -4.18  0.000
H  -2.62  -1.46  -4.39  0.000
H  -2.09  -1.72  -0.14  -0.003
H  -4.27  -2.83  0.06  0.000

=====

Entry 3:
# C31H66ClN4O9

A 5-piece molecular cluster, C31H66ClN4O9 overall (the ωB97M-V functional and the def2-TZVPD basis, the OMol25 dataset).

Summary:
F_max   2.1 eV/A
Charge   +1
LUMO energy   -3.9 eV

Each line ends with the Mulliken charge.
CARTESIAN COORDINATES (ANGSTROEM)
C  1.59  -4.89  1.34  -0.586
C  0.31  -4.27  1.88  0.476
O  0.24  -3.89  3.03  -0.537
N  -0.83  -4.16  1.00  -0.199
C  -0.51  -3.28  -0.15  -1.567
C  -0.10  -1.92  0.36  0.206
C  -1.08  -1.40  1.39  -1.650
C  -0.83  0.07  1.78  -0.590
C  0.28  0.27  2.75  1.256
C  0.48  -0.62  3.80  -0.504
N  1.38  -0.57  4.73  -1.115
N  2.17  0.49  4.66  0.549
C  2.06  1.42  3.73  0.338
C  3.03  2.58  3.87  -1.676
C  4.06  2.64  2.77  0.963
C  4.95  1.41  2.71  -1.309
Cl  5.11  4.07  3.14  -0.164
C  1.13  1.36  2.71  0.420
C  0.97  2.42  1.66  -1.023
C  1.63  1.89  0.31  -1.031
N  2.32  0.60  0.48  0.258
H  1.82  -4.42  0.39  -0.054
H  2.38  -4.72  2.05  0.361
H  1.41  -5.95  1.22  0.196
H  -1.03  -5.08  0.62  0.231
H  0.26  -3.70  -0.79  0.441
H  -1.41  -3.23  -0.76  0.569
H  -0.07  -1.24  -0.49  0.594
H  0.92  -1.95  0.76  0.276
H  -1.07  -2.02  2.26  0.545
H  -2.06  -1.42  0.91  0.463
H  -1.75  0.53  2.14  0.541
H  -0.58  0.62  0.88  -0.198
H  -0.19  -1.47  3.87  0.626
H  2.86  0.58  5.39  0.259
H  2.41  3.48  3.92  0.428
H  3.56  2.51  4.82  0.594
H  3.65  2.84  1.79  -0.167
H  5.85  1.68  2.18  0.460
H  4.45  0.65  2.12  0.245
H  5.25  1.05  3.69  0.312
H  -0.09  2.48  1.47  0.314
H  1.37  3.38  1.95  0.577
H  2.37  2.63  0.02  0.572
H  0.89  1.79  -0.48  0.488
H  1.89  -0.11  -0.10  -0.584
H  3.25  0.69  0.11  0.359
C  -0.51  4.87  -2.61  -0.755
O  -1.05  3.67  -2.07  -0.328
C  -1.95  3.91  -1.00  0.417
C  -3.39  3.84  -1.46  -0.938
O  -3.69  4.88  -2.37  -0.222
C  -3.70  4.45  -3.72  -0.787
H  -0.07  4.63  -3.58  0.263
H  -1.28  5.63  -2.76  0.298
H  0.27  5.27  -1.95  0.294
H  -1.74  4.88  -0.53  0.229
H  -1.77  3.13  -0.25  -0.121
H  -4.03  3.97  -0.58  0.364
H  -3.62  2.86  -1.89  0.473
H  -4.62  3.91  -3.95  0.288
H  -2.83  3.82  -3.95  0.304
H  -3.66  5.34  -4.35  0.267
C  -4.08  7.03  -0.17  -0.837
O  -2.79  7.37  0.35  -0.283
C  -2.42  8.71  0.06  -0.545
C  -2.65  9.63  1.24  -0.541
O  -4.03  9.76  1.55  -0.370
C  -4.44  8.94  2.64  -0.691
H  -4.40  6.11  0.32  0.159
H  -4.82  7.81  0.03  0.513
H  -4.01  6.86  -1.24  0.298
H  -2.95  9.08  -0.82  0.358
H  -1.35  8.70  -0.17  0.368
H  -2.29  10.63  0.98  0.371
H  -2.09  9.29  2.12  0.324
H  -4.12  9.39  3.59  0.331
H  -4.03  7.93  2.56  0.262
H  -5.52  8.89  2.63  0.254
C  3.91  -3.18  -1.80  -0.993
O  2.56  -2.82  -2.08  0.052
C  2.44  -1.57  -2.73  -0.075
C  2.24  -1.72  -4.22  -0.879
O  3.37  -2.29  -4.85  -0.387
C  3.23  -3.68  -5.11  -0.617
H  3.93  -4.25  -1.57  0.192
H  4.56  -3.00  -2.66  0.495
H  4.28  -2.63  -0.94  0.289
H  3.32  -0.94  -2.53  0.324
H  1.56  -1.06  -2.31  0.082
H  2.10  -0.72  -4.66  0.391
H  1.34  -2.30  -4.43  0.370
H  2.59  -3.83  -5.99  0.333
H  2.81  -4.22  -4.26  0.196
H  4.22  -4.08  -5.33  0.247
C  -2.00  -10.71  -1.62  -0.679
O  -0.67  -10.43  -1.22  -0.376
C  -0.19  -9.19  -1.69  -0.743
C  -0.26  -8.12  -0.61  -0.087
O  -1.60  -7.81  -0.24  -0.398
C  -2.01  -8.46  0.96  -0.773
H  -2.37  -11.53  -1.00  0.246
H  -2.66  -9.85  -1.49  0.283
H  -2.03  -11.02  -2.67  0.322
H  -0.74  -8.87  -2.58  0.366
H  0.86  -9.33  -1.97  0.381
H  0.18  -7.19  -1.01  0.175
H  0.32  -8.42  0.26  0.355
H  -1.58  -7.95  1.83  0.305
H  -1.71  -9.51  0.97  0.368
H  -3.09  -8.39  1.01  0.258